Entry from the Open Molecules 2025 dataset: a structure of composition C13H11GaO5P (the ωB97M-V functional and the def2-TZVPD basis).

```
31
Properties=species:S:1:pos:R:3:forces:R:3
O -0.758 -3.940 0.173 -1.680 3.820 -0.226
C -1.257 -2.913 0.103 1.765 -4.801 0.215
Ga -2.165 -0.950 -0.049 0.900 0.050 0.128
O -5.178 -2.618 -0.377 1.648 0.895 0.221
C -4.198 -2.082 -0.259 -1.695 -0.940 -0.285
C -3.342 0.844 -0.189 -3.060 4.899 -0.257
O -3.910 1.842 -0.238 2.396 -4.262 0.169
C -2.009 -1.015 -2.144 0.038 -0.461 -6.359
O -1.932 -1.060 -3.292 -0.206 0.279 5.111
C -2.577 -1.037 2.099 -1.208 -0.114 6.621
O -2.728 -1.027 3.249 0.759 -0.082 -5.850
C 0.700 -0.686 1.842 -0.740 -0.982 -0.028
P -0.121 0.135 0.491 1.563 1.149 -0.357
C -0.813 1.575 1.322 -0.146 0.178 -0.501
C 1.338 0.594 -0.526 0.035 -0.551 -0.632
C 2.260 1.457 0.111 -0.482 -0.122 -0.231
C 3.476 1.742 -0.512 -0.342 -0.180 -0.061
C 3.796 1.152 -1.746 -0.461 -0.136 0.144
C 2.904 0.249 -2.350 -0.236 0.014 0.298
C 1.680 -0.064 -1.733 -0.045 0.687 0.304
H -0.038 -0.896 2.630 0.737 -0.119 0.179
H 1.460 0.040 2.136 -0.017 -0.255 0.355
H 1.184 -1.587 1.437 0.009 0.154 0.506
H 0.052 2.041 1.814 -0.608 0.265 0.047
H -1.315 2.253 0.613 0.470 0.065 0.403
H -1.541 1.215 2.056 0.206 0.389 0.229
H 2.004 1.886 1.088 0.390 0.086 -0.493
H 4.153 2.441 -0.028 -0.032 -0.189 -0.139
H 4.745 1.396 -2.230 -0.366 -0.120 0.147
H 3.151 -0.210 -3.308 -0.014 0.098 0.321
H 0.979 -0.778 -2.185 0.420 0.286 0.021
```
Forces are in eV/Å.

* orbital gap: 5.46 eV
* energy: -3143.09170 Ha
* charge: +3
* HOMO level: -18.5 eV

Here are the natural (NBO) charges for atoms 1 to 5, given in e: -0.22 0.56 0.52 -0.22 0.57

Entry from the Open Molecules 2025 dataset: the ion C13H11N2O2S with charge -1 (the ωB97M-V functional and the def2-TZVPD basis).

```
29
Properties=species:S:1:pos:R:3:forces:R:3
C 3.640 -2.913 0.564 -0.155 0.612 -0.134
O 3.546 -1.594 -0.001 -0.024 -0.792 0.356
C 2.396 -0.884 0.184 -1.344 0.764 0.185
C 2.346 0.349 -0.491 0.029 -0.579 0.305
C 1.224 1.164 -0.434 -0.176 0.142 0.261
C 0.115 0.833 0.358 -0.393 -0.092 -0.090
C -1.143 1.695 0.441 0.556 -0.333 -1.162
C -1.605 2.030 1.746 0.255 0.043 -0.108
C -2.666 2.929 1.966 -1.627 1.419 0.394
N -3.546 3.666 2.209 1.430 -1.183 -0.521
C -1.037 1.507 2.922 0.381 -0.591 2.275
N -0.668 1.159 3.983 -0.433 0.466 -1.913
C 0.167 -0.379 1.047 0.277 -0.386 0.062
C 1.265 -1.248 0.961 0.688 0.154 -0.257
H 4.619 -3.283 0.228 -0.412 0.018 0.224
H 3.603 -2.861 1.670 0.000 -0.125 -0.482
H 2.830 -3.566 0.182 0.358 0.285 0.216
H 3.234 0.626 -1.045 -0.108 0.121 -0.153
H 1.224 2.093 -0.996 -0.046 -0.067 0.044
H -1.202 2.467 -0.347 0.068 -0.400 0.577
H -0.675 -0.684 1.676 0.300 0.115 -0.328
H 1.239 -2.184 1.524 0.046 0.283 -0.217
C -2.888 -0.646 -3.042 0.069 -0.021 -0.557
C -2.397 0.565 -2.271 0.233 0.903 0.668
S -2.614 0.401 -0.554 0.059 -0.218 0.798
O -1.939 1.592 -2.757 -0.129 -1.010 -0.446
H -2.522 -0.584 -4.068 -0.081 0.015 -0.075
H -2.563 -1.594 -2.601 0.030 0.353 0.068
H -3.984 -0.657 -3.052 0.150 0.103 0.010
```
Forces are in eV/Å.

* orbital gap: 6.69 eV
* energy: -1160.18222 Ha
* charge: -1
* HOMO level: -4.0 eV

Here are the natural (NBO) charges for atoms 1 to 5, given in e: -0.25 -0.51 0.30 -0.27 -0.17

Entry from the Open Molecules 2025 dataset: a structure of composition C13H11N2O7PtS (the ωB97M-V functional and the def2-TZVPD basis).

```
35
Properties=species:S:1:pos:R:3:forces:R:3
Pt -0.183 1.275 0.375 0.104 0.146 0.712
O -3.612 -0.484 2.310 0.115 0.123 -0.117
C -2.497 -0.001 1.792 0.024 -0.194 0.297
O -2.439 0.634 0.763 -0.040 0.098 -0.099
C -1.281 -0.330 2.608 -0.116 0.030 -0.157
C -1.323 -0.899 3.868 -0.008 -0.072 0.030
C -0.124 -1.134 4.523 -0.002 -0.004 0.012
C 1.066 -0.823 3.882 0.010 -0.068 0.010
C 1.023 -0.271 2.614 0.158 0.066 -0.162
N -0.136 -0.007 2.005 -0.013 0.027 -0.106
C 2.247 0.141 1.825 0.135 -0.067 0.090
O 3.398 -0.448 2.116 -0.148 0.089 0.010
O 2.199 0.985 0.962 -0.176 -0.008 -0.006
H -4.353 -0.231 1.736 -0.117 -0.024 0.005
H -2.275 -1.141 4.317 0.016 0.004 0.009
H -0.114 -1.552 5.520 -0.008 -0.006 -0.005
H 2.014 -0.987 4.379 -0.044 -0.001 0.033
H 3.289 -1.182 2.733 0.065 -0.049 0.016
N 0.452 3.700 0.096 -0.008 -0.115 -0.278
C 0.073 3.818 -1.271 0.025 0.006 0.095
C -0.035 2.628 -1.992 0.016 -0.106 -0.251
C -0.415 2.630 -3.310 -0.045 0.270 -0.071
C -0.675 3.874 -3.913 0.223 0.043 0.177
C -0.646 5.073 -3.180 0.047 -0.213 -0.064
C -0.247 5.039 -1.861 -0.050 0.005 0.068
S -1.073 3.921 -5.626 -0.265 -0.032 -0.231
O -2.490 3.783 -5.042 -0.102 0.006 -0.148
O -0.621 2.747 -6.295 0.040 -0.092 0.102
O -0.812 5.199 -6.197 0.011 0.086 0.130
H 1.449 3.528 0.197 0.025 -0.002 -0.003
H 0.212 4.524 0.632 -0.029 -0.038 0.084
H 0.220 1.644 -1.543 0.102 0.098 -0.116
H -0.508 1.722 -3.889 0.031 0.024 -0.024
H -0.905 6.001 -3.671 0.031 -0.014 -0.029
H -0.177 5.953 -1.285 -0.006 -0.016 -0.013
```
Forces are in eV/Å.

* orbital gap (alpha / beta): 7.39 / 6.41 eV
* 2S+1: 3
* energy: -1655.35146 Ha
* charge: +1
* HOMO level (alpha / beta): -11.9 / -11.9 eV

Here are the natural (NBO) charges for atoms 1 to 5, given in e: 0.74 -0.63 0.78 -0.58 0.08

Entry from the Open Molecules 2025 dataset: an isolated molecule of C13H11N5O9S2 (the ωB97M-V functional and the def2-TZVPD basis).

```
40
Properties=species:S:1:pos:R:3:forces:R:3
N -4.918 -1.205 3.003 -0.665 0.422 -0.295
N -3.848 -0.314 2.771 -0.734 0.614 0.793
C -3.134 0.099 3.853 1.145 -1.986 -0.607
O -3.319 -0.229 5.012 -1.541 0.135 0.190
N -1.860 0.627 3.714 1.935 1.349 -1.046
N -0.934 0.662 2.547 -0.257 0.287 0.733
C -1.180 1.388 1.402 -2.710 -0.073 -0.670
O -2.293 1.745 1.052 -0.673 0.234 1.322
C -0.189 1.579 0.358 2.382 0.450 -1.330
C -0.359 2.546 -0.629 0.332 -0.638 -0.191
C 0.611 2.635 -1.652 1.334 0.761 0.654
S 0.548 4.016 -2.790 0.515 0.203 -3.024
O 1.890 4.311 -3.346 -2.661 -0.331 2.142
O -0.451 3.700 -3.817 0.803 0.894 1.931
O -0.022 5.219 -1.765 2.181 -3.328 0.146
C 1.747 1.846 -1.716 -1.052 -1.078 0.369
C 1.928 0.838 -0.718 -0.473 0.263 -0.468
C 2.982 -0.121 -0.698 1.614 0.733 -1.796
N 4.021 -0.111 -1.610 -0.347 -0.075 -1.236
C 3.078 -1.041 0.278 0.611 -2.109 0.220
S 4.617 -2.126 0.361 3.243 -1.693 5.685
O 4.492 -3.525 0.842 -1.793 2.261 -1.269
O 5.564 -1.436 1.290 -2.417 -0.084 -2.597
O 5.407 -2.356 -1.023 -1.588 1.409 -0.580
C 2.165 -1.118 1.311 -1.291 1.292 0.238
C 1.158 -0.134 1.396 0.708 -1.163 0.142
C 0.978 0.740 0.303 -0.822 1.063 1.348
C 0.283 -0.057 2.615 -1.142 -1.614 0.982
O 0.439 -0.714 3.620 0.957 0.128 -0.403
H -4.511 -1.905 3.594 -0.175 -0.513 0.313
H -5.756 -0.819 3.500 1.406 0.089 -0.505
H -3.801 0.182 1.895 0.002 -0.053 -0.038
H -1.505 0.422 4.682 0.947 0.568 -1.735
H -1.193 3.227 -0.765 -0.117 -0.309 0.767
H -0.484 5.845 -2.271 -1.194 1.532 -1.476
H 2.346 1.817 -2.607 0.422 0.561 -0.074
H 4.075 0.781 -2.112 0.324 -1.133 -0.282
H 4.291 -1.036 -2.071 -0.402 2.377 0.708
H 6.094 -2.903 -0.648 1.009 -0.841 -0.132
H 2.208 -1.907 2.007 0.183 -0.604 1.071
```
Forces are in eV/Å.

* SMILES: NNC(=O)NN1C(=O)c2cc(S(=O)(=O)O)cc3c(N)c(S(=O)(=O)O)cc(c23)C1=O
* orbital gap: 7.58 eV
* energy: -2249.20204 Ha
* HOMO level: -9.5 eV

Here are the natural (NBO) charges for atoms 1 to 5, given in e: -0.64 -0.48 0.75 -0.64 -0.49

Entry from the Open Molecules 2025 dataset: a structure of composition C13H12AgClO3P (the ωB97M-V functional and the def2-TZVPD basis).

```
31
Properties=species:S:1:pos:R:3:forces:R:3
C -0.992 -3.302 -2.795 0.290 0.376 -0.342
C -0.437 -2.003 -2.227 0.165 -0.301 0.719
C -1.398 -1.256 -1.296 0.551 -0.005 -0.645
Cl -2.025 -2.401 -0.074 -0.168 -0.080 0.052
C -0.774 -0.090 -0.561 -0.247 0.238 0.270
C -1.430 0.659 0.345 -0.350 -0.301 -0.155
P -3.187 0.438 0.865 -0.579 0.559 0.477
O -3.772 1.615 1.528 0.129 0.113 -0.081
C -0.717 1.782 1.020 0.173 -0.594 -0.320
O -1.200 2.836 1.307 -0.278 0.872 0.294
C 0.718 1.509 1.284 0.429 -0.100 0.197
C 1.371 1.994 2.420 0.401 0.599 -0.305
C 2.740 1.719 2.578 0.181 0.148 -0.009
C 3.435 0.959 1.629 -0.398 -0.090 -0.457
C 2.770 0.487 0.502 -0.314 0.393 0.303
C 1.410 0.766 0.352 0.327 -0.160 0.104
C 0.644 0.319 -0.850 -0.271 0.079 0.402
O 1.125 0.381 -1.942 0.333 -0.118 -0.613
H -0.352 -3.611 -3.616 0.015 -0.055 -0.158
H -1.994 -3.163 -3.191 -0.184 -0.139 0.025
H -0.962 -4.100 -2.067 -0.282 -0.113 0.190
H 0.441 -2.249 -1.625 0.171 -0.026 -0.048
H -0.084 -1.334 -3.001 -0.175 0.166 -0.195
H -2.232 -0.885 -1.886 -0.336 -0.083 0.098
H -3.871 0.063 -0.307 0.287 -0.345 -0.037
H -3.149 -0.677 1.712 0.107 -0.172 -0.267
H 0.812 2.556 3.161 -0.126 -0.225 0.244
H 3.259 2.057 3.466 -0.016 -0.070 0.131
H 4.477 0.716 1.754 0.148 0.084 0.178
H 3.263 -0.082 -0.269 0.203 -0.082 -0.030
Ag 2.110 4.298 1.790 -0.186 -0.566 -0.024
```
Forces are in eV/Å.

* orbital gap: 6.62 eV
* energy: -1676.50995 Ha
* charge: +1
* HOMO level: -12.6 eV

Here are the natural (NBO) charges for atoms 1 to 5, given in e: -0.61 -0.41 -0.23 -0.03 0.00

Entry from the Open Molecules 2025 dataset: a structure of composition C13H12AlN4O7 (the ωB97M-V functional and the def2-TZVPD basis).

```
37
Properties=species:S:1:pos:R:3:forces:R:3
C -0.448 -3.917 0.552 -0.953 0.726 -0.340
C -0.696 -4.241 -0.805 -0.301 0.325 0.502
C -1.502 -3.236 -1.382 -0.295 0.309 0.982
C -1.788 -2.239 -0.374 -0.014 -2.102 0.464
C -1.098 -2.669 0.852 -1.119 -1.606 -0.830
Al 0.088 -1.238 -0.261 -0.076 0.114 -1.087
N 1.636 -1.871 0.785 0.383 0.242 1.379
C 2.671 -2.006 -0.177 0.692 -0.405 -1.338
C 1.793 -1.664 -1.396 0.901 -0.115 0.178
H -1.937 -3.249 -2.382 0.363 0.165 0.289
H -0.374 -5.162 -1.292 0.077 0.388 0.029
H -2.634 -1.554 -0.391 0.536 0.170 -0.161
H -1.312 -2.286 1.850 0.327 0.095 -0.372
H 0.100 -4.529 1.263 0.099 0.263 -0.176
H 1.629 -2.534 -2.037 -0.189 0.135 0.064
H 3.085 -3.026 -0.217 -0.066 0.120 0.135
H 1.929 -1.281 1.561 -0.010 0.295 0.112
H 2.138 -0.800 -1.967 -0.170 0.015 0.173
H 3.506 -1.307 0.004 -0.242 -0.194 -0.137
O -2.247 5.765 -0.436 1.531 -0.690 1.186
N -1.325 5.420 0.330 -0.381 1.690 0.185
O -0.780 6.206 1.139 -0.931 -1.097 -1.348
C -0.854 4.052 0.314 0.098 -0.723 0.326
C -1.426 3.125 -0.574 0.198 -0.151 -0.022
C -1.012 1.789 -0.515 -0.149 0.200 -0.642
C -0.201 1.369 0.582 0.302 -0.492 0.051
O -0.128 0.122 0.933 0.267 0.431 -0.110
C 0.512 2.355 1.307 -0.307 -0.153 -0.695
C 0.156 3.689 1.221 0.045 0.468 0.011
N 1.716 1.898 2.020 0.730 -0.471 0.656
O 1.954 2.339 3.155 -0.308 -0.497 -1.707
O 2.443 1.087 1.415 -1.067 1.398 1.129
N -1.331 0.858 -1.544 1.002 0.534 2.374
O -2.224 1.058 -2.353 -1.388 0.583 -1.249
O -0.536 -0.192 -1.684 0.395 0.287 0.008
H -2.154 3.427 -1.323 0.188 -0.026 0.181
H 0.651 4.445 1.828 -0.167 -0.229 -0.200
```
Forces are in eV/Å.

* orbital gap (alpha / beta): 5.18 / 6.85 eV
* energy: -1490.51642 Ha
* relative energy (zero: lowest compared OMol25 entry of this formula, charge and spin): 0.00 kcal/mol
* charge: -1
* HOMO level (alpha / beta): -3.8 / -4.9 eV

Here are the natural (NBO) charges for atoms 1 to 5, given in e: -0.27 -0.31 -0.27 -0.49 -0.48